Entry 1:
17
Properties=species:S:1:pos:R:3:forces:R:3 method="wB97M-V/def2-TZVPD" e_lumo_ha=-0.0201 homo_energy_ha=-0.3311 homo_lumo_gap_ev=8.5
C -1.7696 -0.4044 -0.0090 -1.0 -1.1 0.2
C -1.4282 0.9303 -0.0401 2.4 -1.6 -1.0
C -0.0900 1.2626 -0.1469 -0.1 1.8 2.0
C 0.9329 0.2589 -0.2153 -0.9 1.3 1.7
C 2.3006 0.4583 -0.0288 2.9 -0.1 -2.8
C 0.5580 -1.0522 0.0774 2.0 -3.4 -1.2
C -0.7675 -1.3636 0.2040 -3.7 -1.9 0.1
H -2.9357 -1.7843 -0.1893 -1.4 1.0 0.0
H -2.1675 1.6089 -0.0527 -2.4 2.6 0.0
H -0.4361 3.1896 0.3553 -0.8 -0.2 -0.1
H 2.7607 1.4002 -0.2579 -0.2 1.1 0.8
H 2.4361 -1.4076 -0.1125 -0.1 -1.2 0.4
H -1.2414 -2.3892 0.3912 1.6 1.1 -0.3
O -3.1612 -0.8150 -0.1300 4.2 -0.7 0.4
O 0.2803 2.5901 0.1669 1.2 -2.0 -1.2
O 3.1753 -0.4749 -0.0676 -0.1 2.5 0.6
O 1.5530 -2.0077 0.0555 -3.7 0.9 0.4

Entry 2:
14
Properties=species:S:1:pos:R:3:forces:R:3 method="wB97M-V/def2-TZVPD" e_lumo_ha=0.0220 homo_energy_ha=-0.3060 homo_lumo_gap_ev=8.9
O 1.6606 0.9952 -2.2072 -0.3 -0.3 0.0
C 0.8285 0.1133 -2.2726 0.1 0.1 0.1
N 0.5017 -0.7246 -1.2469 -0.2 0.2 0.1
C 1.0281 -0.5176 0.1019 0.1 -0.1 0.3
C 0.0969 0.3497 0.9489 -0.1 -0.1 0.8
C -1.0543 -0.2252 1.5062 -1.1 -0.5 -0.3
C -1.9085 -0.7294 2.2472 -0.3 -0.2 -0.5
H 0.2617 -0.1049 -3.1989 0.1 0.0 0.1
H -0.3177 -1.3038 -1.3634 0.2 0.1 0.0
H 2.0047 -0.0457 -0.0335 -0.2 0.0 0.2
H 1.1648 -1.4946 0.5705 0.0 0.1 0.0
H -0.1876 0.0423 2.4133 1.9 1.1 -1.7
H 0.0245 1.3925 0.6106 0.1 -0.3 0.7
H -2.8735 -1.1693 2.1507 -0.3 -0.1 0.3